Run one
C3H3Br2N | ωB97M-V with the def2-TZVPD basis set

Computed properties:
HOMO (alpha / beta)   -9.0 / -9.1 eV
Kohn-Sham gap (alpha / beta)   7.13 / 9.04 eV
E_LUMO (alpha / beta)   -0.0694 / -0.0023 Eh

Each line ends with the Mulliken charge.
Atoms and positions in Å:
H 1.4302 -0.9877 -1.0645  0.32
Br -1.6705 -1.8197 -0.4136  0.00
Br -2.1464 1.3154 -0.9613  0.00
C -1.0211 0.2316 1.4167  0.48
N -0.6025 0.4568 2.4706  -0.35
C 1.7311 -0.0390 -0.6694  -0.94
H 1.6765 0.8399 -1.2770  0.31
C -1.4939 -0.0371 0.1622  -0.15
H 2.0966 0.0398 0.3362  0.33

***

Run two
C3H3Br2N | ωB97M-V with the def2-TZVPD basis set

Computed properties:
HOMO (alpha / beta)   -9.5 / -8.8 eV
Kohn-Sham gap (alpha / beta)   8.99 / 8.30 eV
E_LUMO (alpha / beta)   -0.0174 / -0.0184 Eh

Each line ends with the Mulliken charge.
Atoms and positions in Å:
H 0.1172 0.6694 -1.5949  0.39
C -0.1247 0.3898 -0.4912  -0.14
Br -0.7969 2.0932 0.2290  -0.13
C 1.0163 -0.1212 0.5104  -0.36
H 0.9750 0.4551 1.4678  0.36
N -0.6515 -1.5165 0.6907  -0.45
Br 2.7106 -0.5466 -0.0282  -0.05
C -1.0938 -0.7134 -0.1611  0.08
H -2.1521 -0.7097 -0.6225  0.31

***

Preferred: run two; penalty for the next structure: 0.0125 hartree.

***

Run one
C32H32Cl6N3Na | ωB97M-V with the def2-TZVPD basis set

Computed properties:
HOMO   -0.4 eV
Kohn-Sham gap   4.05 eV
Net charge   -2
E_LUMO   0.1337 Eh

Each line ends with the Mulliken charge.
Atoms and positions in Å:
H -3.2745 -3.5173 -0.3835  0.51
H -0.9549 0.9362 -1.6080  -0.42
H -0.3409 3.7407 0.1845  0.24
H 0.6597 -1.3468 -3.6248  0.12
C 4.6455 0.8958 -1.6101  -0.66
Na 0.6275 -0.1564 0.2878  0.27
C -1.9899 0.6072 -1.5538  -0.29
C -2.5558 1.6702 -3.7295  -0.44
H 3.6830 0.7076 0.2651  0.28
H 2.0087 -3.9872 2.0762  0.48
H -3.0185 -2.2852 -1.9870  0.38
H -4.5823 -0.1760 -1.6968  0.29
N 1.4772 3.5762 1.0044  -0.70
C 3.2126 1.0711 -3.5346  -0.66
H -2.6937 -3.7012 1.2609  0.52
C -0.3429 0.8787 4.4769  -0.66
H -0.1298 -2.8726 -4.0145  0.51
H 3.5155 -2.2870 -0.7121  0.43
C -2.0755 -2.5230 -2.4702  -2.56
C 2.8608 -2.6180 -1.5153  -2.70
H 3.0941 1.1707 -4.6085  0.41
H -3.0550 -2.0932 0.6299  0.27
H -0.4470 -4.2847 2.5718  0.38
C 5.6562 1.0982 -3.8438  -0.05
Cl 0.4871 1.6016 6.9596  -0.23
C -2.6341 -3.0714 0.3749  -2.47
C 0.3711 -2.6481 -1.9289  1.01
Cl -1.9360 1.3139 5.0064  -0.23
C 2.1110 0.9887 -2.6949  -0.45
H 1.8256 3.0028 1.7637  0.32
C 0.7348 1.0144 5.3493  0.67
N 6.5839 1.1633 -4.5251  -0.65
H -1.8607 -1.6766 -3.1203  0.48
C 0.6423 -2.4167 -3.3965  -2.43
C 1.4364 -2.7846 -1.0306  1.67
H -2.2211 -3.4162 -3.0905  0.49
H 2.1393 3.4598 0.2417  0.32
H -2.2861 0.0016 -0.7025  -0.22
C 2.1682 0.1897 3.6120  0.62
C -2.8919 0.8958 -2.5562  0.74
H -3.1642 2.5295 -5.5891  0.36
C 2.3166 -3.3117 1.2785  -2.59
H 3.2644 -3.5530 -1.9213  0.40
Cl -1.4854 0.2176 2.1153  -0.21
C 4.5008 1.0179 -2.9944  0.65
N 0.2075 3.0184 0.6312  -0.16
H -1.5442 2.0551 -3.8134  0.30
C -0.1457 -3.0807 0.7846  1.65
C -0.4063 -3.2321 2.2678  -2.55
H -6.1699 0.3261 -3.4950  0.34
H 5.6424 0.8575 -1.1828  0.42
H 1.6011 -2.8363 -3.6968  0.51
C 1.1391 0.0221 2.7049  -1.32
H 3.1584 -3.7747 0.7649  0.53
C -4.2561 0.4204 -2.5442  -0.27
C -0.1064 0.3888 3.1957  1.69
C -5.1534 0.7006 -3.5521  -0.68
C -3.4623 1.9407 -4.7284  -0.61
Cl 3.3589 0.8392 5.9955  -0.23
C 3.5168 0.8133 -0.8067  -0.10
C -1.2095 -2.9488 -0.1188  1.01
H 0.3635 2.2918 -0.0619  -0.01
Cl -5.9305 1.8220 -5.9372  -0.33
C -4.7708 1.4636 -4.6510  0.28
C 2.0116 0.6683 4.9121  -0.52
H 2.6726 -2.3886 1.7466  0.23
C 2.1895 0.8406 -1.2933  -0.24
H 2.9192 -1.8560 -2.2910  0.45
H 0.3770 -2.7413 2.8443  0.32
H -1.3447 -2.7616 2.5532  0.51
C 1.1758 -3.0482 0.3208  0.83
C -0.9527 -2.7221 -1.4774  1.75
Cl 3.8089 -0.2317 3.1016  -0.22
H 1.1292 1.0362 -3.1652  0.24

***

Run two
C32H32Cl6N3Na | ωB97M-V with the def2-TZVPD basis set

Computed properties:
HOMO   -0.8 eV
Kohn-Sham gap   4.41 eV
Net charge   -2
E_LUMO   0.1337 Eh

Each line ends with the Mulliken charge.
Atoms and positions in Å:
C 0.7643 -4.8004 -3.0691  -0.77
C 2.8012 -3.0944 -2.2720  -0.48
Cl -3.0129 4.3527 -1.8736  -0.21
C -1.4589 -1.3519 1.2663  1.05
Cl 2.4722 -6.8666 -3.6325  -0.33
C 0.0242 -3.3682 0.8947  -2.64
C 3.7146 1.8897 1.5397  -0.33
H -0.5917 1.8507 4.3844  0.54
H 4.1296 -1.3023 0.5635  0.39
H -1.5173 0.1455 -3.3857  0.45
H -0.0338 0.6042 -2.8759  0.40
C 3.0978 -4.3695 -2.6924  -0.61
C -2.8694 0.7410 1.4264  -1.76
C 0.5928 -1.5590 2.5401  0.83
Na 0.9966 0.2430 0.3255  0.46
H -3.6434 0.7604 2.2016  0.45
H 0.1166 -0.9945 -1.7265  -0.31
H 1.4610 1.3864 3.9003  0.51
H 1.0960 -3.4730 0.7428  0.51
H -3.3249 0.3725 0.5104  -0.45
C -3.3031 0.3671 -2.4232  -1.68
C -0.7737 0.4229 2.7746  1.05
C 4.3375 -0.3142 0.9742  0.11
C -5.4008 1.1564 -1.4332  -0.11
C 7.2956 1.4218 2.4016  0.10
N 8.3640 1.6292 2.7852  -0.64
C -2.8781 1.6667 -2.3253  1.14
C 5.9737 1.1643 1.9319  0.62
H 4.1293 -4.7035 -2.7115  0.38
C 1.8060 -2.3612 2.9393  -2.43
C 0.3788 -0.2960 3.1066  1.58
H -0.0285 -5.4689 -3.3857  0.36
Cl -5.2732 -1.4640 -2.0871  -0.23
H 1.6373 -3.4280 2.8096  0.51
H -1.4873 2.8003 -3.3390  0.46
C 1.1545 -1.3146 -1.7788  -0.73
C -2.4735 -1.9317 0.3101  -2.11
C 2.0849 -5.2352 -3.0947  0.24
Cl -5.8915 3.7484 -0.7579  -0.23
H 2.0597 -2.1934 3.9857  0.51
H -2.1020 1.9604 3.4907  0.43
N -1.4759 1.9796 -2.7365  0.68
H 6.3907 -0.8634 1.3542  0.39
H 2.4120 -0.0645 3.7767  0.51
Cl -0.1460 2.5450 -0.1234  -0.74
C -4.9176 2.4677 -1.3870  0.37
C 1.4588 -2.5909 -2.2175  0.39
C -1.6827 -0.0946 1.8407  1.65
H 3.6106 -2.4413 -1.9641  0.33
H -0.3298 -4.2388 1.4587  0.35
C 5.6344 -0.0869 1.4111  -0.90
H 5.2607 3.1414 2.3799  0.39
N -0.8272 0.9131 -3.4395  -0.94
H 2.9897 2.7006 1.6002  0.36
H 1.9399 -0.6328 -1.4694  0.47
C 1.4190 0.3053 4.0193  -2.81
H -0.9465 2.2609 -1.8455  -0.08
C 3.2998 0.6420 1.0221  -0.44
H -0.6201 2.5681 2.7648  0.24
H -2.3889 -1.4989 -0.6909  0.00
H -3.4904 -1.7412 0.6550  0.59
C 0.4584 -3.5266 -2.6473  -0.28
C -0.3009 -2.0718 1.5943  1.61
Cl -6.9870 0.8240 -0.8148  -0.22
H -2.3641 -3.0086 0.2122  0.47
C -3.6387 2.7306 -1.8573  -0.18
H 2.6781 -2.0810 2.3426  0.21
H -0.5798 -3.2094 -2.6485  0.34
H -0.4113 -3.4069 -0.0975  0.23
C 4.9978 2.1640 1.9867  -0.76
H 1.2148 0.0890 5.0743  0.36
C -4.5935 0.1614 -1.9769  0.35
H -2.5535 1.7660 1.2344  0.42
C -1.0336 1.7733 3.3921  -2.39

***

Preferred: run two; penalty for the next structure: 0.0382 hartree.

***

Run one
C5H13NO3S | ωB97M-V with the def2-TZVPD basis set

Computed properties:
HOMO   -10.5 eV
Kohn-Sham gap   11.04 eV
E_LUMO   0.0189 Eh
SMILES string   NCCCCCS(=O)(=O)O

Each line ends with the Mulliken charge.
Atoms and positions in Å:
O -3.4680 -0.7168 -0.9195  -0.59
H -1.6445 -1.4957 1.3695  0.47
O -3.3765 0.7126 1.2044  -0.62
S -2.7274 0.0893 0.0200  1.16
H -0.3931 -0.6081 -1.3363  0.35
H 2.5827 1.5857 -0.3131  0.43
H 2.8674 -0.4874 0.6029  0.30
H -0.5941 0.0222 1.2609  0.13
H 1.3935 0.0431 1.5199  0.52
C 1.6817 1.0068 -0.3877  -0.80
H 1.5250 0.6676 -1.3906  0.38
H -1.0553 1.4428 -0.5494  0.50
H 0.4117 2.0345 0.9588  0.26
C -1.2085 -0.7309 0.6504  -0.77
O -1.9635 1.1854 -0.9371  -0.53
H 0.6498 2.7919 -0.4813  0.28
C 1.1371 -1.4906 -0.0702  -0.91
N 0.5281 1.8600 -0.0897  -0.57
H 1.6950 -1.8010 -0.9588  0.39
C 1.7789 -0.2401 0.5678  -0.67
H 1.2425 -2.3446 0.6073  0.35
C -0.3214 -1.3103 -0.4963  -0.61
H -0.7409 -2.2164 -0.8322  0.56

***

Run two
C5H13NO3S | ωB97M-V with the def2-TZVPD basis set

Computed properties:
HOMO   -9.4 eV
Kohn-Sham gap   9.55 eV
E_LUMO   0.0068 Eh
SMILES string   C[C@@H]([N+](C)(C)C)S(=O)(=O)[O-]

Each line ends with the Mulliken charge.
Atoms and positions in Å:
H -0.9451 0.4539 -1.7490  0.23
O -3.5593 0.6147 -0.9171  -0.64
H 0.8718 -2.2677 -0.2528  0.55
H 0.6998 -1.0860 2.0364  0.30
H -1.9371 2.4043 -0.5071  0.37
C -0.1737 -0.7049 1.4251  -0.82
O -2.6036 -1.4739 -0.2415  -0.72
H 1.4286 0.4897 -1.2888  0.40
H 0.6560 -1.6604 -1.8394  0.29
C 0.1651 -1.7050 -0.7529  -1.00
S -2.7777 -0.0850 0.0340  1.24
H -1.0419 -1.4140 1.4090  0.44
H -0.8018 -2.1965 -0.6700  0.36
C -1.0077 0.4381 -0.4809  0.00
C -0.8982 1.9315 -0.2119  -1.47
O -2.9143 0.2177 1.4179  -0.61
H -0.6326 2.0953 0.7896  0.42
N 0.1251 -0.4394 0.0123  0.30
C 1.4059 0.2057 -0.2152  -0.98
H -0.1800 2.6430 -0.7802  0.31
H 2.2414 -0.5218 -0.0297  0.33
H 1.4599 1.1282 0.3046  0.41
H -0.5127 0.2279 1.9809  0.32

***

Preferred: run one; penalty for the next structure: 0.0808 hartree.